No. 1
Here is C34H35BrCaClN6O5PTe as an isolated structure from the OMol25 dataset. Energies are from ωB97M-V with the def2-TZVPD basis set.

Frontier orbital gap   0.212 Ha

The geometry in ORCA input format:
```
! wB97M-V def2-TZVPD RIJCOSX def2/J DEFGRID3
* xyz -2 1
Ca 2.55 -0.48 2.48
Br -4.98 -1.60 -4.61
C -3.23 -2.33 -4.68
C -2.71 -2.98 -3.57
C -1.41 -3.47 -3.61
C -0.63 -3.36 -4.77
C -1.19 -2.73 -5.87
C -2.48 -2.21 -5.83
N 0.60 -4.05 -4.94
N 1.44 -4.22 -3.99
C 1.65 -3.35 -2.93
C 2.07 -4.00 -1.75
C 2.08 -3.39 -0.53
C 1.75 -2.02 -0.36
O 1.65 -1.53 0.79
C 1.55 -1.25 -1.62
N 1.45 0.09 -1.50
C 1.33 0.83 -2.58
C 1.38 0.28 -3.87
C 1.48 -1.08 -4.01
C 1.50 -1.91 -2.87
H -3.31 -3.10 -2.67
H -1.00 -3.97 -2.74
H -0.60 -2.65 -6.78
H -2.90 -1.70 -6.69
H 2.26 -5.07 -1.83
H 2.32 -3.94 0.37
H 1.24 1.90 -2.44
H 1.36 0.93 -4.75
H 1.58 -1.51 -4.99
C -1.15 -4.28 4.84
C -1.37 -2.79 4.70
O -0.11 -2.18 4.38
P 0.41 -0.75 4.95
O 1.83 -0.67 4.48
Te -0.11 -0.43 7.23
O -0.49 0.21 4.01
C -1.27 1.36 4.44
C -0.42 2.61 4.54
H -2.11 -4.79 5.02
H -0.48 -4.48 5.68
H -0.69 -4.69 3.94
H -1.76 -2.39 5.62
H -2.08 -2.57 3.91
H -1.73 1.15 5.39
H -2.06 1.48 3.69
H 0.34 2.48 5.32
H -1.05 3.47 4.79
H 0.10 2.81 3.60
Cl 3.82 1.81 2.71
C 5.56 -2.18 0.53
C 5.45 -2.00 2.05
C 6.41 -0.91 2.51
O 4.13 -1.78 2.45
H 6.60 -2.34 0.22
H 5.18 -1.27 0.04
H 4.95 -3.02 0.20
H 5.83 -2.94 2.49
H 6.19 0.03 1.99
H 7.45 -1.20 2.31
H 6.28 -0.73 3.58
N -3.44 3.47 -0.81
C -4.08 4.51 -1.44
C -5.39 4.71 -1.88
C -5.67 5.91 -2.50
C -4.68 6.89 -2.67
C -3.38 6.69 -2.22
C -3.08 5.47 -1.60
N -1.87 5.02 -1.08
C -2.13 3.82 -0.62
C -1.17 2.92 0.05
C -1.51 1.61 0.36
C -0.58 0.80 0.99
N 0.64 1.21 1.33
C 0.97 2.48 1.03
C 0.10 3.36 0.39
H -3.85 2.60 -0.53
H -6.16 3.95 -1.74
H -6.67 6.10 -2.86
H -4.93 7.82 -3.16
H -2.61 7.44 -2.34
H -2.49 1.20 0.12
H -0.81 -0.23 1.22
H 1.97 2.78 1.33
H 0.39 4.37 0.16
*
```

=====

No. 2
Here is C8H16BrF3N2O2P as an isolated structure from the OMol25 dataset. Energies are from ωB97M-V with the def2-TZVPD basis set.

Frontier orbital gap   0.272 Ha

The geometry in ORCA input format:
```
! wB97M-V def2-TZVPD RIJCOSX def2/J DEFGRID3
* xyz -1 1
C -0.51 -3.69 1.99
C -0.10 -3.60 0.86
C 0.55 -3.13 -0.42
C -0.02 -1.72 -0.79
C 0.49 -0.73 0.27
P -0.09 1.03 0.09
N 1.67 1.50 -0.08
C -0.11 2.05 1.68
N -0.74 1.34 2.82
C -0.43 1.94 -1.53
O -0.16 1.06 -2.61
O 0.84 1.62 -3.41
C -1.98 0.57 0.25
F -2.54 0.23 -0.94
F -2.25 -0.48 1.06
F -2.72 1.65 0.66
H -0.92 -3.59 2.97
H 0.34 -3.87 -1.19
H 1.63 -3.02 -0.25
H 0.41 -1.43 -1.84
H -1.12 -1.86 -0.79
H 1.58 -0.73 0.17
H 0.29 -1.03 1.31
H 2.02 1.13 -0.97
H 1.79 2.50 -0.03
H -0.58 3.02 1.48
H 0.95 2.18 1.92
H -0.37 1.71 3.69
H -0.55 0.35 2.79
H 0.28 2.77 -1.62
H -1.43 2.40 -1.59
H 1.60 0.99 -3.35
Br 2.17 -1.18 -2.59
*
```

=====

No. 3
Here is a 6-piece molecular cluster, C42H57BO overall from the OMol25 dataset. Energies are from ωB97M-V with the def2-TZVPD basis set.

Frontier orbital gap   0.363 Ha
Structure (SMILES)   BCCCCCCCCCCCOC.c1ccccc1.c1ccccc1.c1ccccc1.c1ccccc1.c1ccccc1

The geometry in ORCA input format:
```
! wB97M-V def2-TZVPD RIJCOSX def2/J DEFGRID3
* xyz 0 1
B 0.14 -3.21 1.24
C 0.48 -1.70 1.22
C 1.46 -1.21 0.12
C 0.80 -0.31 -0.96
C 1.38 1.10 -1.12
C 1.71 1.89 0.16
C 0.69 1.83 1.32
C 0.08 3.21 1.65
C -1.05 3.65 0.70
C -2.39 2.92 0.94
C -2.52 1.55 0.27
C -3.91 1.31 -0.31
O -4.07 -0.01 -0.79
C -4.22 -0.98 0.22
H -0.54 -3.64 2.13
H 0.49 -3.95 0.37
H -0.51 -1.22 1.06
H 0.78 -1.38 2.23
H 2.32 -0.71 0.56
H 1.86 -2.10 -0.38
H 0.91 -0.80 -1.94
H -0.28 -0.26 -0.79
H 2.32 1.02 -1.69
H 0.70 1.68 -1.75
H 2.69 1.58 0.54
H 1.83 2.94 -0.13
H -0.11 1.12 1.10
H 1.18 1.44 2.22
H -0.32 3.20 2.68
H 0.88 3.95 1.63
H -1.22 4.72 0.84
H -0.73 3.52 -0.35
H -2.52 2.80 2.03
H -3.21 3.57 0.60
H -2.30 0.75 0.99
H -1.78 1.45 -0.53
H -4.68 1.52 0.46
H -4.09 1.96 -1.16
H -4.44 -0.52 1.19
H -3.31 -1.59 0.33
H -5.05 -1.65 -0.05
C -0.77 0.74 -4.11
C 0.16 1.02 -5.10
C 0.54 2.33 -5.33
C -0.01 3.37 -4.59
C -0.95 3.08 -3.60
C -1.33 1.77 -3.36
H -1.07 -0.28 -3.91
H 0.59 0.21 -5.68
H 1.27 2.55 -6.10
H 0.29 4.39 -4.77
H -1.38 3.89 -3.02
H -2.06 1.54 -2.60
C -3.85 8.22 2.20
C -3.18 9.38 2.58
C -1.99 9.29 3.29
C -1.46 8.05 3.62
C -2.13 6.89 3.24
C -3.32 6.98 2.53
H -4.77 8.29 1.65
H -3.59 10.35 2.33
H -1.47 10.20 3.59
H -0.53 7.98 4.17
H -1.72 5.92 3.49
H -3.84 6.07 2.23
C -0.45 -4.90 -2.71
C -1.35 -4.07 -2.06
C -2.06 -3.11 -2.77
C -1.86 -2.98 -4.14
C -0.96 -3.81 -4.79
C -0.26 -4.78 -4.08
H 0.11 -5.64 -2.15
H -1.48 -4.16 -0.99
H -2.75 -2.45 -2.26
H -2.39 -2.22 -4.69
H -0.79 -3.70 -5.86
H 0.44 -5.43 -4.59
C 6.86 -3.32 -0.94
C 5.68 -4.00 -1.24
C 4.58 -3.29 -1.70
C 4.64 -1.91 -1.85
C 5.82 -1.24 -1.54
C 6.92 -1.94 -1.09
H 7.72 -3.87 -0.59
H 5.63 -5.07 -1.12
H 3.66 -3.82 -1.93
H 3.78 -1.37 -2.20
H 5.87 -0.16 -1.66
H 7.84 -1.42 -0.85
C 1.72 -5.09 5.50
C 1.00 -6.01 6.24
C 0.27 -7.01 5.59
C 0.27 -7.08 4.21
C 0.99 -6.15 3.47
C 1.72 -5.16 4.11
H 2.29 -4.32 6.00
H 1.00 -5.96 7.32
H -0.30 -7.72 6.17
H -0.30 -7.85 3.71
H 0.99 -6.20 2.38
H 2.29 -4.44 3.53
*
```

=====

No. 4
Here is a 15-piece molecular cluster, C6H39NO14 overall from the OMol25 dataset. Energies are from ωB97M-V with the def2-TZVPD basis set.

Frontier orbital gap   0.279 Ha

The geometry in ORCA input format:
```
! wB97M-V def2-TZVPD RIJCOSX def2/J DEFGRID3
* xyz 0 1
C -0.53 3.14 1.87
N -0.77 1.75 1.41
C -0.12 1.39 0.22
C -0.64 0.72 -0.80
C 0.23 0.13 -1.82
C 0.09 -1.05 -2.41
C 1.15 -1.48 -3.41
H -1.49 3.59 2.13
H 0.02 3.76 1.16
H 0.11 3.05 2.75
H -1.76 1.55 1.35
H 0.96 1.52 0.28
H -1.70 0.49 -0.88
H 1.13 0.73 -1.95
H -0.75 -1.74 -2.37
H 0.76 -1.26 -4.41
H 1.99 -0.81 -3.32
H 1.55 -2.49 -3.46
H -3.14 -0.52 0.87
H -1.69 -0.90 1.63
O -2.49 -1.19 1.19
H 0.53 -1.37 2.24
H 0.33 0.15 2.40
O 0.98 -0.51 2.12
H 4.46 -0.76 1.34
H 4.86 -1.31 -0.09
O 4.87 -0.53 0.47
H -3.47 3.55 -0.51
H -2.73 2.79 -1.69
O -3.60 2.96 -1.26
H 3.99 2.34 1.62
H 4.28 1.20 0.71
O 3.76 2.03 0.73
H -4.36 0.00 -0.59
H -4.07 1.53 -0.33
O -4.17 0.65 0.10
H 3.14 2.43 -1.26
H 3.01 1.92 -2.72
O 2.55 2.39 -2.03
H -0.26 3.18 -2.37
H -1.22 2.82 -3.48
O -1.20 3.06 -2.55
H -2.80 -3.81 -0.01
H -2.22 -2.45 0.13
O -2.25 -3.21 -0.53
H 3.03 -0.17 3.14
H 3.18 -1.68 2.77
O 3.65 -0.85 2.86
H -1.37 -1.40 4.20
H -1.54 -2.30 2.95
O -0.99 -1.61 3.34
H -3.26 -1.92 -1.53
H -3.00 -1.45 -2.96
O -3.62 -1.36 -2.24
H 2.04 -1.31 -0.32
H 2.15 -2.37 0.63
O 2.55 -2.13 -0.23
H -0.06 -3.81 2.01
H 0.17 -3.32 0.45
O 0.45 -3.30 1.37
*
```

=====

No. 5
Here is a 6-piece molecular cluster, C15H35Cl8NO3 overall from the OMol25 dataset. Energies are from ωB97M-V with the def2-TZVPD basis set.

Frontier orbital gap   0.334 Ha
Structure (SMILES)   COCCNCCOC.ClCCCl.ClCCCl.ClCCCl.ClCCCl.CO

The geometry in ORCA input format:
```
! wB97M-V def2-TZVPD RIJCOSX def2/J DEFGRID3
* xyz 0 1
C -6.61 44.05 22.69
O -6.36 44.20 24.10
C -5.58 43.18 24.71
C -5.99 43.30 26.17
N -5.79 42.07 26.90
C -4.48 41.50 26.67
C -4.08 40.67 27.90
O -3.86 41.67 28.90
C -3.41 41.15 30.12
H -5.69 44.38 22.20
H -7.49 44.64 22.44
H -6.89 43.06 22.34
H -4.53 43.33 24.46
H -5.95 42.24 24.32
H -6.96 43.77 26.32
H -5.35 44.10 26.56
H -5.75 42.14 27.90
H -3.58 42.10 26.50
H -4.59 40.78 25.86
H -3.12 40.19 27.73
H -4.85 39.93 28.10
H -2.88 41.94 30.65
H -2.69 40.34 30.07
H -4.20 40.78 30.78
Cl 0.07 50.72 27.15
C -1.25 51.45 26.20
C -1.09 52.96 26.10
Cl -2.03 53.59 24.68
H -2.17 51.18 26.72
H -1.17 50.95 25.24
H -0.07 53.33 26.07
H -1.58 53.29 27.01
Cl -14.39 50.10 21.57
C -13.53 49.10 20.37
C -12.23 49.76 19.98
Cl -11.22 49.90 21.47
H -14.18 48.91 19.52
H -13.42 48.15 20.90
H -12.35 50.77 19.60
H -11.77 49.08 19.26
Cl -1.54 43.21 20.79
C -1.14 44.52 21.96
C 0.12 44.24 22.65
Cl -0.26 42.89 23.86
H -1.96 44.82 22.62
H -0.89 45.44 21.43
H 0.52 45.04 23.27
H 0.90 43.96 21.94
Cl -3.81 49.47 22.60
C -5.04 48.43 23.25
C -6.40 49.06 23.48
Cl -6.27 50.41 24.65
H -4.58 47.93 24.10
H -5.18 47.61 22.53
H -7.12 48.33 23.85
H -6.79 49.52 22.57
C -1.89 45.58 28.54
O -1.47 46.24 27.35
H -2.93 45.61 28.86
H -1.63 44.53 28.50
H -1.26 46.00 29.32
H -1.60 47.19 27.40
*
```

=====

No. 6
Here is C43H45ClCrN6PS as an isolated structure from the OMol25 dataset. Energies are from ωB97M-V with the def2-TZVPD basis set.

Frontier orbital gap (spin up / spin down)   0.258 / 0.276 Ha

The geometry in ORCA input format:
```
! wB97M-V def2-TZVPD RIJCOSX def2/J DEFGRID3
* xyz 2 2
Cr 0.36 0.76 0.39
N -1.72 2.79 3.66
C -0.95 2.36 2.66
S -1.41 0.85 1.88
N 0.08 3.09 2.33
N 0.76 2.53 1.29
C 1.76 3.20 0.84
C 2.43 2.66 -0.34
C 3.50 3.28 -0.95
C 3.99 2.75 -2.13
C 3.37 1.64 -2.68
C 2.32 1.06 -2.01
N 1.87 1.53 -0.84
H -2.56 2.31 3.92
H -1.50 3.67 4.10
H 2.03 4.15 1.28
H 3.92 4.17 -0.51
H 4.84 3.21 -2.62
H 3.70 1.21 -3.62
H 1.81 0.19 -2.41
Cl 2.28 -1.88 -0.72
C 3.71 -1.64 0.26
C 4.90 -2.17 -0.20
C 6.03 -2.10 0.60
C 5.95 -1.50 1.85
C 4.75 -0.97 2.29
C 3.60 -1.01 1.50
P 2.01 -0.32 2.10
C 2.57 0.84 3.40
C 2.42 0.60 4.76
C 2.97 1.48 5.69
C 3.68 2.59 5.28
C 3.87 2.82 3.92
C 3.32 1.95 2.99
C 1.27 -1.75 2.96
C 1.79 -3.03 2.76
C 1.19 -4.14 3.35
C 0.06 -3.97 4.14
C -0.45 -2.70 4.36
C 0.14 -1.60 3.77
H 4.93 -2.66 -1.16
H 6.96 -2.52 0.25
H 6.82 -1.46 2.49
H 4.72 -0.52 3.27
H 1.89 -0.27 5.11
H 2.84 1.28 6.75
H 4.11 3.26 6.01
H 4.46 3.66 3.59
H 3.52 2.10 1.94
H 2.67 -3.18 2.16
H 1.60 -5.12 3.19
H -0.41 -4.84 4.60
H -1.32 -2.57 5.00
H -0.27 -0.62 3.95
C -4.61 1.99 -4.54
C -3.70 3.08 -3.96
C -2.92 3.74 -5.11
C -4.57 4.13 -3.26
C -2.70 2.52 -2.96
C -1.82 3.37 -2.30
C -0.93 2.87 -1.38
N -0.86 1.56 -1.08
C -1.70 0.72 -1.70
C -2.62 1.17 -2.64
C -1.59 -0.69 -1.27
C -2.41 -1.69 -1.75
C -2.30 -2.99 -1.26
C -1.34 -3.20 -0.28
C -0.54 -2.17 0.15
N -0.63 -0.92 -0.34
C -3.17 -4.13 -1.76
C -2.26 -5.17 -2.43
C -3.90 -4.77 -0.57
C -4.22 -3.66 -2.77
H -5.31 2.45 -5.24
H -5.19 1.50 -3.76
H -4.04 1.24 -5.09
H -3.62 4.18 -5.82
H -2.31 3.01 -5.64
H -2.27 4.54 -4.75
H -5.29 4.54 -3.97
H -3.98 4.97 -2.87
H -5.12 3.70 -2.43
H -1.81 4.44 -2.49
H -0.24 3.52 -0.86
H -3.27 0.46 -3.13
H -3.15 -1.45 -2.50
H -1.19 -4.18 0.17
H 0.21 -2.34 0.91
H -1.50 -5.54 -1.75
H -1.77 -4.76 -3.31
H -2.86 -6.03 -2.75
H -3.20 -5.20 0.16
H -4.54 -5.58 -0.92
H -4.52 -4.04 -0.05
H -3.76 -3.24 -3.67
H -4.89 -2.91 -2.34
H -4.82 -4.51 -3.09
*
```

=====

No. 7
Here is a 2-piece molecular cluster, C10H14N3O overall from the OMol25 dataset. Energies are from ωB97M-V with the def2-TZVPD basis set.

Frontier orbital gap (spin up / spin down)   0.241 / 0.245 Ha

The geometry in ORCA input format:
```
! wB97M-V def2-TZVPD RIJCOSX def2/J DEFGRID3
* xyz 1 3
C -2.91 1.60 1.16
C -2.99 0.23 0.67
C -1.75 2.00 1.71
C -1.90 -0.53 0.37
C -0.49 1.17 1.74
C 0.92 -1.47 -0.70
C 1.98 0.24 0.74
C 1.68 -0.75 -1.92
C 2.69 0.78 -0.50
C -0.38 0.03 0.78
N -1.77 -2.90 -3.05
N -1.76 -3.84 -3.61
N 0.72 -0.39 0.31
O 2.91 -0.30 -1.41
H -3.68 2.29 1.16
H -3.94 -0.20 0.18
H -1.68 2.90 2.23
H -2.02 -1.55 0.08
H 0.30 1.96 1.84
H -0.46 0.98 2.79
H 0.04 -1.86 -1.04
H 1.56 -2.27 -0.34
H 2.61 -0.49 1.27
H 1.71 1.10 1.49
H 1.97 -1.41 -2.67
H 1.00 0.01 -2.12
H 2.01 1.45 -0.93
H 3.64 1.20 -0.23
*
```

=====

no.,F_max (Eh/bohr),energy (eV)
1,0.03998,-172598.672
2,0.05913,-103110.909
3,0.00949,-47200.840
4,0.03151,-37010.005
5,0.04746,-123932.025
6,0.00962,-115320.340
7,0.15157,-17103.315